[1]
Formula: C25H43Br2Cl20FN4
Source: the Open Molecules 2025 dataset
Level of theory: ωB97M-V/def2-TZVPD

Last column: Mulliken charge in e.
Cartesian coordinates (Å):
C -1.98 0.70 -2.51  0.06
N -1.07 1.54 -1.64  0.07
C -0.03 0.54 -1.17  -0.36
C 1.18 1.25 -0.37  2.49
C 2.12 1.82 -1.58  -0.40
N 2.92 2.18 -2.42  -0.72
C 0.75 2.62 0.39  -0.55
Br 1.90 4.26 0.15  -0.08
C -0.38 2.79 1.23  -0.36
C -1.36 1.60 1.58  -0.85
Br -0.78 4.56 2.07  -0.19
C 2.08 0.26 0.53  1.69
C 1.22 -0.84 1.36  -0.77
N 0.53 -1.65 1.94  -0.75
C 2.96 1.06 1.66  -0.91
C 2.19 1.28 3.06  -0.38
C 2.56 0.24 4.23  -0.37
C 4.12 0.17 4.61  -0.60
N 4.68 -1.06 3.91  -0.42
C 3.17 -0.64 -0.27  0.98
C 2.60 -1.45 -1.53  -0.97
F 4.42 0.07 -0.55  -0.30
H -2.99 1.19 -2.65  0.29
H -1.44 0.51 -3.52  -0.02
H -2.15 -0.35 -2.06  -0.22
H -0.60 2.28 -2.21  -0.14
H -0.60 -0.25 -0.58  -0.54
H 0.42 0.10 -2.15  0.62
H -1.64 1.63 2.70  0.26
H -2.36 1.80 1.01  0.41
H -1.04 0.55 1.30  0.29
H 3.86 0.37 1.89  0.40
H 3.43 2.02 1.22  0.47
H 2.53 2.32 3.46  0.44
H 1.05 1.34 3.00  -0.22
H 2.01 0.62 5.17  0.23
H 2.07 -0.77 3.98  0.35
H 4.28 -0.03 5.74  0.25
H 4.73 1.05 4.21  0.23
H 5.40 -1.51 4.51  0.20
H 3.96 -1.78 3.79  0.21
H 3.49 -1.46 0.49  -0.76
H 1.54 -1.86 -1.31  0.17
H 3.36 -2.29 -1.76  0.40
H 2.61 -0.77 -2.47  0.21
C -3.78 1.20 -6.36  -0.11
Cl -3.36 2.29 -5.04  -0.11
Cl -4.23 -0.40 -5.76  -0.11
H -4.62 1.62 -6.91  0.05
H -2.92 1.10 -7.03  0.29
C -6.59 -0.51 -8.95  0.44
Cl -6.37 1.24 -8.82  -0.18
Cl -5.68 -1.17 -10.31  -0.16
H -6.24 -0.97 -8.03  -0.43
H -7.65 -0.72 -9.09  0.31
C -3.60 -3.23 -0.65  -0.35
Cl -3.90 -2.61 -2.28  -0.13
Cl -2.04 -2.67 -0.03  -0.02
H -4.39 -2.89 0.01  0.12
H -3.59 -4.32 -0.69  0.36
C -3.06 -1.82 3.38  -0.13
Cl -3.02 -0.05 3.39  -0.06
Cl -4.41 -2.42 2.41  -0.19
H -2.13 -2.19 2.96  0.04
H -3.18 -2.18 4.40  0.37
C 7.07 1.98 0.37  0.31
Cl 7.12 3.75 0.34  -0.17
Cl 8.70 1.30 0.44  -0.18
H 6.52 1.66 1.25  -0.04
H 6.58 1.62 -0.53  0.10
C 0.70 -1.17 7.64  -0.44
Cl 2.35 -1.16 7.02  -0.10
Cl -0.48 -1.03 6.32  -0.06
H 0.52 -2.10 8.17  0.32
H 0.57 -0.33 8.32  0.29
C 0.67 2.72 -5.13  -0.29
Cl -0.07 3.55 -3.76  -0.13
Cl -0.39 1.47 -5.80  -0.14
H 0.88 3.45 -5.92  0.40
H 1.60 2.26 -4.80  0.22
C 6.25 -4.01 2.20  -0.34
Cl 5.02 -3.10 1.32  -0.05
Cl 5.81 -4.22 3.90  -0.17
H 6.36 -4.99 1.74  0.33
H 7.20 -3.47 2.15  0.26
C -6.81 -3.23 -6.08  -0.05
Cl -8.11 -2.04 -5.94  -0.14
Cl -6.50 -3.65 -7.77  -0.13
H -5.90 -2.82 -5.65  0.02
H -7.10 -4.13 -5.54  0.32
C -4.02 2.40 6.17  -0.16
Cl -3.76 3.30 4.68  -0.11
Cl -2.66 2.58 7.28  -0.16
H -4.93 2.77 6.65  0.32
H -4.14 1.34 5.93  0.11

Computed properties:
* E_LUMO: 0.273 eV
* multiplicity: 1
* SMILES string: CNC[C@@](C#N)(/C(Br)=C(\C)Br)[C@](C#N)(CCCCN)[C@@H](C)F.ClCCl.ClCCl.ClCCl.ClCCl.ClCCl.ClCCl.ClCCl.ClCCl.ClCCl.ClCCl
* highest occupied orbital energy: -8.891 eV
* net charge: 0
* Kohn-Sham gap: 0.337 Ha

---

[2]
Formula: C22H33AuF2NO2SSi2
Source: the Open Molecules 2025 dataset
Level of theory: ωB97M-V/def2-TZVPD

Last column: Mulliken charge in e.
Cartesian coordinates (Å):
Au 0.03 0.02 -0.12  1.78
F 4.35 2.55 -2.69  -0.38
C 3.83 1.47 -2.05  0.48
C 2.53 1.50 -1.61  -1.01
C 1.99 0.39 -0.96  -0.02
C 2.79 -0.77 -0.75  0.02
C 4.11 -0.72 -1.22  0.62
F 4.97 -1.77 -1.08  -0.39
C 4.64 0.37 -1.87  -0.97
C 2.23 -2.01 -0.04  0.16
C 2.97 -3.17 0.18  -1.25
C 2.39 -4.25 0.82  -0.23
C 1.08 -4.17 1.24  -1.13
C 0.40 -2.99 0.98  0.03
N 0.96 -1.96 0.37  0.30
H 1.93 2.38 -1.79  0.50
H 5.66 0.36 -2.22  0.48
H 4.00 -3.26 -0.14  0.56
H 2.97 -5.15 0.99  0.41
H 0.59 -5.00 1.74  0.42
H -0.66 -2.85 1.29  0.42
O 0.70 0.77 1.81  -0.75
S 0.99 2.16 2.31  0.32
C 1.66 1.95 3.99  -0.72
C 3.18 1.87 3.87  -0.62
C 3.54 2.92 2.82  -0.80
C 2.62 2.64 1.64  -0.01
H 1.21 1.06 4.44  0.36
H 1.36 2.83 4.56  0.40
H 3.47 0.88 3.52  0.29
H 3.67 2.05 4.82  0.38
H 4.59 2.86 2.53  0.37
H 3.36 3.92 3.22  0.32
H 2.97 1.80 1.04  -0.21
H 2.48 3.51 0.99  0.50
C -4.82 0.04 -0.03  -1.23
Si -2.99 -0.49 -0.07  0.46
C -2.61 -1.63 1.40  -0.82
C -2.88 -1.52 -1.63  -0.97
C -1.91 1.02 0.16  -0.54
Si -1.59 2.33 -1.15  0.24
C -1.13 1.75 -2.86  -0.84
C -3.15 3.40 -1.34  -1.25
C -0.20 3.46 -0.52  0.06
H -5.49 -0.83 -0.05  0.30
H -5.05 0.66 -0.89  0.26
H -5.04 0.61 0.88  0.26
H -3.24 -2.53 1.38  0.33
H -2.77 -1.12 2.35  0.33
H -1.55 -1.95 1.37  -0.27
H -3.46 -2.46 -1.48  0.39
H -1.86 -1.78 -1.88  0.26
H -3.33 -1.00 -2.49  0.27
H -1.94 1.40 1.18  0.74
H -1.98 1.31 -3.37  0.29
H -0.33 1.01 -2.82  0.23
H -0.79 2.62 -3.45  0.37
H -3.97 2.81 -1.74  0.25
H -2.98 4.25 -2.01  0.31
H -3.46 3.81 -0.37  0.29
H 0.72 2.90 -0.41  -1.00
H -0.46 3.89 0.45  0.31
H -0.03 4.29 -1.22  0.44
O -0.45 -0.69 -1.81  -1.08

Computed properties:
* E_LUMO (spin up / spin down): 2.114 / 2.114 eV
* multiplicity: 1
* highest occupied orbital energy (spin up / spin down): -2.902 / -2.900 eV
* net charge: -1
* energy relative to the best compared isomer or geometry (same formula, charge and spin): 3.807 eV
* Kohn-Sham gap (spin up / spin down): 0.184 / 0.184 Ha

---

[3]
Formula: C38H32N3P2Tm
Source: the Open Molecules 2025 dataset
Level of theory: ωB97M-V/def2-TZVPD

Last column: Mulliken charge in e.
Cartesian coordinates (Å):
C -2.60 0.39 0.53  -0.47
C -1.57 1.31 0.77  0.83
C -1.60 2.58 0.16  -0.74
C -2.68 2.93 -0.64  -0.92
C -3.73 2.03 -0.84  -0.32
C -3.68 0.76 -0.27  -0.58
P -0.07 0.74 1.63  1.81
C 0.68 2.30 2.24  0.69
C 1.86 2.83 1.64  0.26
C 2.35 4.05 2.11  -0.72
C 1.67 4.77 3.09  -0.63
C 0.49 4.25 3.66  -0.77
C 0.01 3.01 3.24  -0.25
Tm 2.20 0.40 0.31  0.27
P 0.53 -0.92 -1.35  1.07
C -0.07 0.40 -2.44  1.18
C -1.30 0.33 -3.09  -0.84
C -1.73 1.40 -3.88  -0.66
C -0.95 2.56 -3.96  -0.72
C 0.27 2.64 -3.29  -1.03
C 0.73 1.56 -2.54  -0.27
C 1.94 -1.66 -2.26  0.62
C 2.70 -2.65 -1.60  -0.34
C 3.85 -3.15 -2.21  -0.79
C 4.21 -2.71 -3.50  -0.51
C 3.41 -1.78 -4.17  -0.72
C 2.27 -1.26 -3.56  -0.51
C -0.69 -2.23 -1.27  0.54
C -1.08 -2.73 -0.01  -0.46
C -1.97 -3.80 0.05  -0.47
C -2.46 -4.37 -1.13  -0.67
C -2.06 -3.88 -2.38  -0.78
C -1.17 -2.81 -2.46  -0.49
C -0.69 -0.13 3.09  0.71
C -1.97 0.12 3.60  -0.27
C -2.41 -0.59 4.72  -0.78
C -1.58 -1.54 5.33  -0.63
C -0.29 -1.75 4.83  -0.65
C 0.17 -1.04 3.73  -0.72
H 2.41 -2.99 -0.60  0.43
H 4.47 -3.86 -1.68  0.46
H 5.11 -3.10 -3.98  0.42
H 3.68 -1.43 -5.17  0.43
H 1.65 -0.52 -4.08  0.41
H -1.93 -0.56 -2.99  0.56
H -2.68 1.33 -4.41  0.47
H -1.32 3.41 -4.55  0.43
H 0.86 3.55 -3.34  0.44
H 1.74 1.62 -2.06  0.29
H -0.66 -2.29 0.90  0.32
H -2.28 -4.19 1.02  0.48
H -3.15 -5.22 -1.08  0.43
H -2.43 -4.33 -3.30  0.44
H -0.84 -2.43 -3.43  0.57
H -2.64 0.84 3.12  0.46
H -3.42 -0.41 5.10  0.44
H -1.95 -2.11 6.19  0.43
H 0.36 -2.48 5.31  0.45
H 1.19 -1.19 3.35  0.37
H 2.41 2.45 0.70  -0.12
H 3.27 4.42 1.67  0.45
H 2.05 5.74 3.42  0.42
H -0.04 4.82 4.42  0.46
H -0.91 2.60 3.68  0.38
H -0.77 3.27 0.29  0.40
H -2.69 3.90 -1.12  0.46
H -4.56 2.31 -1.49  0.10
H -4.48 0.04 -0.47  0.32
H -2.55 -0.62 0.94  0.59
H -6.04 1.29 -2.39  0.09
H -6.12 0.67 -1.97  -0.04
N 3.75 -0.61 1.35  -0.66
C 4.77 -1.00 1.85  0.63
N 5.74 -1.35 2.56  -0.50
C 6.96 -1.76 2.27  0.42
N 8.07 -2.14 2.13  -0.39

Computed properties:
* E_LUMO (spin up / spin down): -6.946 / -6.866 eV
* multiplicity: 3
* expectation value of S²: 2.0023
* highest occupied orbital energy (spin up / spin down): -14.120 / -14.124 eV
* net charge: +2
* Kohn-Sham gap (spin up / spin down): 0.264 / 0.267 Ha

---

> The highest multiplicity belongs to which entry?

C38H32N3P2Tm

---

> Which value of net charge does entry 3 give?

+2

---

> Which value of net charge does entry 2 give?

-1